1.
{"formula": "C2H5F2N3", "method": "ωB97M-V/def2-TZVPD", "symbols": ["H", "N", "C", "N", "N", "C", "F", "F", "H", "H", "H", "H"], "positions_angstrom": [[1.7193, 0.4845, -1.0633], [0.8678, 0.0741, -1.4478], [-0.0080, -0.0860, -0.5068], [0.1281, 0.1967, 0.8070], [1.2584, 0.8677, 1.2688], [-1.2665, -0.7247, -0.9822], [-2.3346, 0.0017, -0.5893], [-1.4348, -1.9372, -0.3998], [-0.6036, 0.0028, 1.4449], [1.0549, 1.8113, 1.5969], [1.7968, 0.2531, 1.9450], [-1.1779, -0.9440, -2.0734]], "forces_ev_per_a": [[-0.04, 0.02, 0.04], [-0.82, 0.03, 1.06], [2.06, 0.17, -1.97], [0.33, 0.49, 0.32], [0.93, -1.18, 0.70], [0.14, -0.77, -0.54], [-0.50, 0.42, -0.40], [0.00, -0.74, 0.57], [-0.71, -0.16, 0.40], [0.06, -0.56, 0.13], [-0.99, 1.45, -1.04], [-0.46, 0.84, 0.72]], "smiles": "[H]/N=C(\\NN)C(F)F", "total_charge": 0, "multiplicity": 1, "relative_energy_kj_mol": 122.5, "orbital_gap_ev": 10.2}

2.
{"formula": "C36H54O31S", "method": "ωB97M-V/def2-TZVPD", "symbols": ["S", "O", "O", "O", "O", "C", "C", "C", "O", "C", "O", "O", "H", "H", "H", "H", "H", "H", "C", "C", "C", "O", "C", "O", "O", "H", "H", "H", "H", "H", "H", "C", "C", "C", "O", "C", "O", "O", "H", "H", "H", "H", "H", "H", "C", "C", "C", "O", "C", "O", "O", "H", "H", "H", "H", "H", "H", "C", "C", "C", "O", "C", "O", "O", "H", "H", "H", "H", "H", "H", "C", "C", "C", "O", "C", "O", "O", "H", "H", "H", "H", "H", "H", "C", "C", "C", "O", "C", "O", "O", "H", "H", "H", "H", "H", "H", "C", "C", "C", "O", "C", "O", "O", "H", "H", "H", "H", "H", "H", "C", "C", "C", "O", "C", "O", "O", "H", "H", "H", "H", "H", "H"], "positions_angstrom": [[0.3883, -0.1647, -0.3087], [-0.5544, -0.3681, 0.6888], [0.3059, 1.2452, -0.7434], [1.7655, -0.4694, 0.1093], [-0.0757, -1.0364, -1.3766], [0.5844, 4.0955, 2.7282], [0.2215, 4.8371, 1.4512], [-0.6715, 4.0950, 0.4821], [-1.8239, 4.8118, 0.3735], [-1.8214, 5.8385, 1.1624], [-2.7286, 6.5054, 1.3958], [-0.6885, 5.8855, 1.8657], [0.7800, 4.8483, 3.5485], [1.3500, 3.3020, 2.7555], [-0.2977, 3.5095, 3.0101], [0.9633, 5.3879, 1.0117], [-0.8156, 3.1329, 0.8409], [-0.1548, 3.9142, -0.4496], [-2.7099, 1.5422, 2.9747], [-3.0544, 0.4814, 4.0775], [-2.9081, -0.8540, 3.4162], [-2.1643, -1.6565, 4.3975], [-1.6968, -0.8421, 5.4305], [-0.9314, -1.2067, 6.3849], [-2.0359, 0.4751, 5.1853], [-1.6817, 1.3537, 2.3936], [-2.5104, 2.5090, 3.4339], [-3.6316, 1.7839, 2.3726], [-4.0366, 0.7664, 4.4984], [-2.2477, -0.6804, 2.6843], [-3.9438, -1.2030, 3.1266], [3.7623, -3.0573, -0.0298], [2.7647, -3.2435, -1.1913], [3.0809, -2.5104, -2.4830], [3.2060, -3.5993, -3.3726], [3.0029, -4.7400, -2.7743], [2.9072, -5.7462, -3.4252], [2.9232, -4.6253, -1.5483], [3.9669, -1.9166, 0.0202], [4.7343, -3.5633, -0.2230], [3.5831, -3.5331, 0.9975], [1.7045, -3.0599, -1.0271], [4.0049, -1.8049, -2.4201], [2.1472, -1.8373, -2.6049], [-1.1258, -4.3064, -3.2011], [-2.1927, -3.2549, -2.8726], [-2.1922, -2.1039, -3.9291], [-3.5142, -1.7639, -3.9074], [-4.3331, -2.7589, -3.4798], [-5.5178, -2.8263, -3.4181], [-3.4990, -3.6171, -2.8072], [-0.2712, -4.1645, -3.4637], [-1.6399, -5.0080, -3.9294], [-1.2138, -5.0033, -2.3973], [-1.8409, -2.7012, -1.9611], [-1.7705, -2.4126, -4.8940], [-1.3937, -1.2176, -3.6767], [-2.1062, -3.6817, 1.2423], [-0.6719, -3.6798, 0.7083], [0.3392, -3.1011, 1.7952], [1.0025, -4.2690, 2.2338], [0.7687, -5.2868, 1.3504], [1.2982, -6.3496, 1.4770], [-0.1401, -5.0544, 0.5701], [-2.3737, -2.7961, 1.5624], [-2.4301, -4.2323, 2.1626], [-2.7199, -4.0760, 0.5420], [-0.7491, -2.9789, -0.2733], [-0.2146, -2.4628, 2.6573], [1.2333, -2.4220, 1.3667], [3.4534, -0.5617, 2.9560], [2.4980, 0.6419, 3.0000], [1.0473, 0.3827, 3.1797], [0.9569, 0.4240, 4.5943], [1.9752, 1.0910, 5.1190], [2.0540, 1.4891, 6.2632], [2.9319, 1.3997, 4.2234], [3.5148, -1.1790, 3.7977], [4.4615, 0.0458, 2.6713], [3.2993, -1.0873, 1.8976], [2.6431, 1.3382, 2.0187], [0.8264, -0.5939, 2.9475], [0.2680, 1.0183, 2.6125], [-3.3206, 2.1823, -0.7925], [-3.9165, 0.8213, -1.1068], [-3.6088, -0.3275, -0.2003], [-4.8382, -0.8040, 0.2061], [-5.7268, -0.1991, -0.4248], [-6.9552, -0.3288, -0.3181], [-5.2676, 0.6941, -1.2558], [-3.5261, 2.6354, 0.0543], [-3.4026, 2.7728, -1.7542], [-2.1616, 2.0481, -0.5013], [-3.4038, 0.5392, -1.9957], [-3.3228, 0.3282, 0.6975], [-2.6924, -0.8515, -0.4423], [2.7936, 4.0028, -1.4390], [3.0059, 2.9855, -0.2204], [3.9887, 2.0024, -0.6957], [5.0615, 2.0299, 0.3317], [4.7216, 2.9273, 1.2066], [5.2127, 3.0632, 2.3135], [3.5734, 3.6369, 0.8605], [1.9801, 4.6198, -1.0251], [2.4082, 3.5860, -2.3411], [3.6776, 4.5733, -1.5245], [2.0588, 2.6205, 0.0683], [4.5868, 2.0428, -1.6452], [3.5754, 1.1637, -0.8146], [-0.9919, 1.6435, -3.9056], [0.5112, 2.0022, -3.8663], [1.5272, 0.7681, -3.6565], [2.4145, 0.9766, -4.7646], [1.8762, 1.7746, -5.6780], [2.3708, 1.8510, -6.7772], [0.9533, 2.4797, -5.0744], [-1.4406, 1.0396, -3.1360], [-1.2502, 1.2023, -4.8000], [-1.6588, 2.4929, -3.7011], [0.5714, 2.6774, -3.0275], [1.1001, -0.2273, -3.7199], [1.8928, 1.0735, -2.7115]], "forces_ev_per_a": [[2.18, 1.53, -3.17], [-4.09, -0.69, 6.29], [0.52, 1.30, -0.58], [0.82, -0.23, 0.08], [0.39, -1.71, -2.95], [-0.16, -0.08, 1.13], [-1.83, -0.30, 1.83], [2.98, -0.67, -0.64], [-1.59, -0.81, -2.33], [2.35, -1.42, 1.86], [-3.72, 3.22, 0.24], [0.64, 0.61, 0.44], [-0.04, -0.92, -0.92], [0.26, 0.81, -0.65], [-0.21, 0.38, 0.19], [2.46, 0.74, -1.19], [-0.83, -1.95, 0.76], [-0.20, 0.28, -0.68], [1.26, 0.73, 0.21], [1.16, 2.15, -0.20], [-2.31, -0.66, 3.65], [-0.42, 0.57, 1.32], [3.16, -0.56, 2.14], [-4.17, 1.41, -4.62], [-1.16, -1.63, -0.87], [-2.72, -0.20, 0.81], [-0.07, 0.13, 0.47], [1.11, -0.78, 0.10], [0.52, -0.54, 0.09], [2.02, -0.16, -3.41], [1.52, -0.44, 0.26], [0.77, 1.52, 0.95], [1.13, -0.34, 1.92], [-0.22, 2.41, 1.10], [0.38, 3.08, -2.23], [-0.07, -2.39, -4.57], [0.15, -0.76, 0.02], [-0.99, -0.25, 4.89], [-0.37, -1.93, 0.44], [-0.53, 0.44, -0.78], [-0.82, 1.04, -1.43], [0.09, -0.09, 0.88], [-1.32, -1.56, -0.38], [1.56, -1.06, -0.71], [-13.21, -4.26, 2.32], [4.73, 3.53, -0.41], [4.01, 0.38, 1.05], [-2.92, 1.79, -1.72], [1.67, 0.08, 2.16], [0.58, 0.33, -0.93], [-2.03, -2.03, -0.12], [9.91, 2.68, -2.85], [0.71, 0.95, -0.13], [0.87, -0.42, 1.16], [-0.75, -0.74, -0.19], [-0.92, -0.34, -0.33], [-2.52, -1.84, 0.13], [2.41, -4.24, 1.43], [-0.10, 2.22, 0.64], [0.76, 2.70, -0.67], [0.08, -0.29, 0.34], [3.64, -1.35, 5.13], [0.91, -0.69, -0.06], [-5.30, 2.93, -5.22], [-1.21, 5.13, 0.61], [1.38, -0.43, -0.40], [-2.20, -0.77, -2.53], [1.01, -2.12, 1.95], [1.27, -1.94, -1.87], [-2.49, -1.08, 0.61], [1.68, 2.78, -5.87], [2.33, 1.83, -2.34], [-0.74, 1.46, 0.11], [-0.93, 0.27, 0.90], [0.84, 2.09, 2.01], [-0.41, -0.93, -0.94], [-1.70, -1.01, -1.62], [0.01, -0.82, 1.18], [-1.74, -1.83, 1.36], [-0.12, 0.62, 2.63], [-0.04, -1.71, 2.48], [-0.55, -2.15, -1.03], [1.53, -0.53, 1.17], [3.66, -2.19, -3.98], [2.87, -0.34, -1.20], [3.01, 4.55, 4.10], [1.76, -4.16, 1.81], [-7.91, 1.20, -1.37], [2.45, -0.37, 0.35], [-1.14, 1.95, -1.52], [-2.44, 2.53, 3.90], [0.15, -0.09, 1.52], [-2.08, -0.35, -1.56], [-0.12, 0.05, -1.57], [0.53, -1.66, -0.53], [-0.56, -1.34, -0.10], [-1.84, -0.29, 3.30], [-0.29, 2.47, -3.86], [5.35, 4.02, -0.07], [-0.94, -0.90, -1.28], [-0.65, 1.11, 4.08], [-0.16, 0.16, -2.09], [1.91, -0.11, 0.73], [0.30, 0.45, -0.55], [0.16, -0.63, -0.62], [0.96, 0.61, -0.46], [-0.97, -1.11, 0.13], [-0.82, 1.36, 0.46], [-3.11, -7.30, 0.20], [-0.04, 1.40, 1.47], [-1.44, -3.41, 1.77], [-1.77, 2.06, -0.94], [0.72, -1.76, 1.06], [2.49, -0.56, -0.10], [-1.43, 0.68, 0.55], [-1.66, 2.91, -2.46], [1.10, -0.96, 0.76], [-0.58, -0.86, -2.24], [0.53, 0.56, -0.79], [0.77, 0.62, -0.12], [-0.11, 0.11, 0.31], [1.29, -0.84, 0.95]], "total_charge": -2, "multiplicity": 1, "relative_energy_kj_mol": 18.1, "orbital_gap_ev": 8.2}

3.
{"formula": "C4H4N2", "method": "ωB97M-V/def2-TZVPD", "symbols": ["H", "N", "C", "C", "C", "C", "N", "H", "H", "H"], "positions_angstrom": [[-1.1376, 2.0863, 1.4899], [-1.0091, 0.9891, 1.7749], [-0.7894, 0.4122, 0.6339], [0.0684, -0.9445, 0.5604], [0.5470, -0.9890, -0.7258], [0.2465, 0.3008, -1.2636], [-0.5261, 0.9702, -0.4499], [0.6008, -1.7481, 1.3896], [1.1562, -1.8734, -1.1849], [0.8434, 0.7963, -2.2247]], "forces_ev_per_a": [[0.01, -3.10, 0.92], [-0.54, 2.28, -2.01], [2.33, -4.20, 7.33], [1.27, -2.88, 1.08], [1.11, -2.49, 1.29], [0.68, 1.86, -1.54], [0.85, 5.12, -8.38], [-2.44, 2.54, -2.19], [-1.06, 2.16, 0.95], [-2.20, -1.29, 2.55]], "smiles": "[H]/N=C1/C=CC=N1", "total_charge": 0, "multiplicity": 1, "relative_energy_kj_mol": 371.9, "orbital_gap_ev": 8.5}

4.
{"formula": "C7H4F6N2NiO5S3", "method": "ωB97M-V/def2-TZVPD", "symbols": ["Ni", "O", "N", "C", "C", "C", "C", "C", "S", "H", "H", "H", "H", "F", "C", "F", "F", "S", "O", "O", "N", "S", "O", "O", "C", "F", "F", "F"], "positions_angstrom": [[-0.3622, -0.3010, -0.8847], [0.4091, -0.0238, 0.9700], [1.3330, -0.8769, 1.3250], [1.7414, -0.8344, 2.6103], [2.7570, -1.6270, 3.0747], [3.3474, -2.5358, 2.2009], [2.8380, -2.6577, 0.9367], [1.7658, -1.8620, 0.4768], [0.9940, -2.0968, -1.0260], [1.2081, -0.1102, 3.2069], [3.0643, -1.5554, 4.1088], [4.1828, -3.1453, 2.5219], [3.2250, -3.3941, 0.2466], [0.4406, 4.1223, -2.8418], [-0.2983, 3.6086, -1.8600], [0.4040, 3.6490, -0.7317], [-1.3861, 4.3628, -1.7120], [-0.7423, 1.8865, -2.3259], [0.5311, 1.2186, -2.3873], [-1.4898, 2.0189, -3.5441], [-1.6610, 1.4916, -1.0571], [-2.7427, 0.3537, -1.4242], [-2.1294, -0.7698, -2.1215], [-3.9831, 0.8599, -1.9271], [-3.2339, -0.3207, 0.2448], [-2.3796, -1.1800, 0.7716], [-4.3952, -0.9604, 0.0431], [-3.4379, 0.6795, 1.1051]], "forces_ev_per_a": [[0.57, -0.95, 0.88], [-0.16, 0.33, -0.16], [-0.19, -0.38, 0.20], [0.33, 0.10, 0.17], [-0.14, 0.15, 0.29], [0.09, -0.11, -0.12], [-0.02, -0.04, -0.09], [0.02, -0.13, -0.20], [0.25, -0.11, 0.02], [0.05, 0.05, -0.03], [-0.01, 0.09, -0.02], [-0.05, -0.05, -0.01], [-0.01, 0.03, -0.03], [0.11, 0.09, -0.11], [-0.21, -0.09, 0.23], [0.06, 0.02, 0.09], [-0.06, 0.09, 0.01], [-0.09, 0.75, -0.71], [-0.01, 0.38, -0.06], [0.00, -0.02, 0.09], [0.35, -0.65, -0.36], [-0.70, -0.11, -0.12], [-0.18, 0.29, -0.03], [0.10, 0.05, 0.01], [-0.06, 0.25, -0.07], [-0.09, 0.01, 0.01], [0.08, 0.04, 0.14], [-0.03, -0.08, 0.00]], "s2": 0.7553, "total_charge": -1, "multiplicity": 2, "relative_energy_kj_mol": 63.9, "orbital_gap_ev": [7.1, 6.6]}

5.
{"formula": "C4H6N2O", "method": "ωB97M-V/def2-TZVPD", "symbols": ["N", "C", "N", "C", "C", "C", "O", "H", "H", "H", "H", "H", "H"], "positions_angstrom": [[-1.4636, 0.9975, -1.2227], [-0.4126, 0.3167, -0.5473], [0.5983, -0.4090, -1.2299], [1.4140, -0.9834, -0.2594], [0.9343, -0.7155, 0.9765], [-0.1917, 0.1687, 0.7884], [-0.9329, 0.7812, 1.7653], [-1.1360, 1.7609, -1.8045], [-2.1241, 1.3649, -0.5466], [0.2887, -1.1727, -1.8150], [2.2323, -1.5801, -0.6294], [1.3429, -1.0887, 1.9040], [-0.5497, 0.5595, 2.6207]], "forces_ev_per_a": [[0.50, -0.40, 0.21], [0.06, -0.22, 0.03], [-0.66, 0.50, 0.41], [-0.12, -0.36, 0.00], [0.25, 0.34, -0.06], [0.10, -0.25, -0.22], [0.02, -0.02, 0.09], [0.08, -0.11, 0.08], [0.09, -0.09, -0.08], [-0.27, 0.45, -0.80], [0.02, -0.15, 0.38], [0.02, 0.24, 0.06], [-0.09, 0.08, -0.10]], "smiles": "Nc1[nH]ccc1O", "total_charge": 0, "multiplicity": 1, "relative_energy_kj_mol": 133.2, "orbital_gap_ev": 8.3}

Number 4 is which compound?
C7H4F6N2NiO5S3